A cluster of 2 separate species, CIN2P in total at a distorted geometry, computed with the ωB97M-V functional and the def2-TZVPD basis.

The geometry in XYZ format:
```
5
Properties=species:S:1:pos:R:3
C -0.665 -1.217 -0.039
N -0.350 -2.211 -0.539
N -0.169 0.535 1.580
P 0.414 1.639 0.746
I 0.771 1.253 -1.748
```

## Properties
LUMO level (alpha / beta) in eV: -3.69 / -3.48
F_max in eV/A: 2.22
ΔE to the lowest compared entry with this formula, charge and spin in kJ/mol: 449.6
E_tot in eV: -21401.185
HOMO level (alpha / beta) in eV: -10.6 / -10.6



An isolated molecule of C3H4O3, computed with the ωB97M-V functional and the def2-TZVPD basis.

The geometry in XYZ format:
```
10
Properties=species:S:1:pos:R:3
O 0.874 1.595 -0.280
C 1.322 0.491 -0.106
C 0.454 -0.756 -0.135
O -0.803 -0.419 -0.689
C -1.587 0.318 0.123
O -1.441 0.434 1.309
H 2.402 0.326 0.076
H 0.901 -1.518 -0.779
H 0.354 -1.162 0.880
H -2.385 0.781 -0.471
```

## Properties
LUMO level in eV: 0.85
F_max in eV/A: 0.63
ΔE to the lowest compared entry with this formula, charge and spin in kJ/mol: 108.6
E_tot in eV: -9317.575
SMILES string: O=CCOC=O
HOMO level in eV: -10.4



A cluster of 4 separate species, C4H15NO5 in total at a distorted geometry, computed with the ωB97M-V functional and the def2-TZVPD basis.

The geometry in XYZ format:
```
25
Properties=species:S:1:pos:R:3
C 1.551 0.737 -0.185
N 2.145 -0.623 -0.053
C 1.176 -1.637 0.355
C -0.037 -1.892 -0.614
O -1.321 -1.834 0.033
C 0.460 -1.302 1.687
O -0.254 -0.305 1.792
H 1.778 1.389 0.721
H 1.881 1.229 -1.176
H 0.431 0.749 -0.387
H 2.929 -0.679 0.581
H 1.685 -2.680 0.555
H -0.001 -2.959 -1.043
H 0.018 -1.113 -1.457
H -1.706 -0.940 0.030
H 0.610 -1.925 2.603
H -1.261 1.800 0.028
H -2.574 1.732 -0.757
O -1.711 1.278 -0.675
H -1.890 2.674 2.294
H -0.967 1.602 2.046
O -1.290 2.455 1.604
H 0.080 0.294 -2.714
H -1.126 1.131 -2.229
O -0.605 0.819 -3.041
```

## Properties
LUMO level in eV: 0.39
F_max in eV/A: 3.06
ΔE to the lowest compared entry with this formula, charge and spin in kJ/mol: 252.7
E_tot in eV: -16116.945
SMILES string: CN[C@@H](C=O)CO.O.O.O
HOMO level in eV: -9.0



An isolated molecule of C5H4 at a distorted geometry, computed with the ωB97M-V functional and the def2-TZVPD basis.

The geometry in XYZ format:
```
9
Properties=species:S:1:pos:R:3
C -1.956 -0.607 0.276
C 1.538 0.339 -0.080
C 0.235 0.746 -0.391
C -0.912 0.198 -0.122
C 2.452 -0.437 0.046
H -2.669 -0.300 1.089
H -2.510 -1.457 -0.220
H 3.458 -0.246 0.224
H 0.365 1.765 -0.821
```

## Properties
LUMO level in eV: 0.63
F_max in eV/A: 4.92
ΔE to the lowest compared entry with this formula, charge and spin in kJ/mol: 158.7
E_tot in eV: -5244.551
SMILES string: C#CC=C=C
HOMO level in eV: -9.2



A structure of composition C3H6AlO11S2 at a distorted geometry, computed with the ωB97M-V functional and the def2-TZVPD basis.

The geometry in XYZ format:
```
23
Properties=species:S:1:pos:R:3
Al -1.222 -0.652 -3.042
S -0.831 -0.934 -8.438
O -1.944 -1.619 -7.841
O -0.711 0.410 -7.811
O 0.328 -1.679 -8.022
O -1.074 -0.724 -9.865
S -4.539 -0.491 1.608
O -4.424 -0.286 3.031
O -3.676 -1.613 1.229
O -5.926 -0.818 1.561
O -4.160 0.728 0.916
C 1.510 -1.158 4.302
O 2.513 -0.228 3.944
C 2.429 0.518 2.797
O 1.853 0.228 1.736
O 3.085 1.627 3.041
C 3.237 2.570 2.142
H 1.578 -1.457 5.348
H 1.524 -2.000 3.610
H 0.490 -0.822 4.117
H 4.040 2.247 1.478
H 3.578 3.484 2.628
H 2.342 2.670 1.529
```

## Properties
Net charge: -1
LUMO level in eV: -2.89
F_max in eV/A: 5.12
ΔE to the lowest compared entry with this formula, charge and spin in kJ/mol: 335.4
E_tot in eV: -53989.890
HOMO level in eV: -4.2



A cluster of 2 separate species, C16H17N in total at a distorted geometry, computed with the ωB97M-V functional and the def2-TZVPD basis.

The geometry in XYZ format:
```
34
Properties=species:S:1:pos:R:3
C 1.958 -2.357 -2.019
C -0.253 -1.498 -0.945
C 0.849 -2.291 -0.975
C -1.075 -1.662 0.185
C -0.822 -2.552 1.238
C 1.055 -3.280 0.118
C 0.284 -3.358 1.227
H -0.501 -0.711 -1.627
H -2.049 -1.032 0.154
H 2.360 -1.313 -2.145
H 1.500 -2.590 -3.040
H -1.424 -2.628 2.121
H 1.481 -4.187 -0.240
H 0.366 -4.238 1.849
H 2.756 -2.912 -1.796
C 1.456 3.006 -1.630
C -0.073 1.781 0.291
C 0.186 2.636 -0.853
C -1.435 1.870 0.531
C -0.989 3.294 -1.270
C 0.728 1.077 1.232
C 0.085 0.456 2.315
C -1.307 0.568 2.577
C -2.114 1.270 1.650
N -2.032 2.714 -0.411
H 1.665 0.846 0.830
H 0.630 0.113 3.311
H -1.625 0.127 3.496
H 1.137 3.876 -2.244
H 1.891 2.098 -2.076
H -1.038 3.903 -2.045
H -2.813 2.294 -0.957
H -3.146 1.400 1.990
H 2.307 3.280 -0.837
```

## Properties
LUMO level in eV: 0.83
F_max in eV/A: 9.66
ΔE to the lowest compared entry with this formula, charge and spin in kJ/mol: 338.4
E_tot in eV: -18354.835
SMILES string: Cc1c[nH]c2ccccc12.Cc1ccccc1
HOMO level in eV: -8.0



A structure of composition C59H56CaClGe2IN2O4S4 at a distorted geometry, computed with the ωB97M-V functional and the def2-TZVPD basis.

The geometry in XYZ format:
```
130
Properties=species:S:1:pos:R:3
Ca 3.178 -0.030 0.693
C -6.415 0.221 1.777
C -5.364 1.259 1.511
C -5.134 1.733 0.231
C -4.123 2.644 -0.034
C -3.880 3.108 -1.437
C -3.336 3.112 1.021
C -3.584 2.682 2.324
C -2.764 3.178 3.476
C -4.589 1.753 2.549
C -2.384 4.213 0.743
C -2.925 5.492 0.875
C -2.188 6.612 0.545
C -0.904 6.445 0.068
C -0.342 5.176 -0.040
C -1.075 4.039 0.305
Ge -0.155 2.208 0.254
S 1.941 2.363 0.599
S -1.025 0.641 1.703
Ge -0.708 -0.778 -0.069
S 1.219 -1.700 -0.247
S -0.922 0.960 -1.573
C -2.142 -2.228 -0.073
C -2.342 -2.971 1.092
C -3.321 -3.957 1.137
C -4.108 -4.222 0.032
C -3.871 -3.531 -1.141
C -2.883 -2.551 -1.205
C -2.636 -1.936 -2.528
C -3.555 -1.032 -3.058
C -4.758 -0.636 -2.255
C -3.356 -0.523 -4.332
C -2.271 -0.917 -5.098
C -2.059 -0.377 -6.482
C -1.376 -1.830 -4.565
C -1.541 -2.350 -3.290
C -0.567 -3.356 -2.766
C -1.457 -2.822 2.270
C -1.768 -1.972 3.328
C -3.056 -1.204 3.350
C -0.880 -1.861 4.392
C 0.302 -2.580 4.426
C 1.293 -2.414 5.536
C 0.564 -3.469 3.391
C -0.301 -3.609 2.321
C -0.016 -4.607 1.240
C 1.044 5.142 -0.551
C 1.288 4.871 -1.894
C 0.155 4.554 -2.824
C 2.594 4.903 -2.363
C 3.654 5.207 -1.525
C 5.070 5.203 -2.017
C 3.386 5.506 -0.196
C 2.097 5.483 0.302
C 1.834 5.765 1.750
H -7.000 0.022 0.881
H -7.086 0.541 2.574
H -5.942 -0.709 2.091
H -5.764 1.397 -0.581
H -4.752 2.922 -2.060
H -3.034 2.562 -1.858
H -3.637 4.170 -1.465
H -2.289 4.128 3.244
H -1.977 2.453 3.690
H -3.381 3.289 4.367
H -4.777 1.409 3.558
H -3.943 5.596 1.231
H -2.613 7.603 0.648
H -0.314 7.303 -0.233
H -3.442 -4.532 2.047
H -4.880 -4.982 0.074
H -4.444 -3.757 -2.032
H -4.473 -0.448 -1.221
H -5.501 -1.437 -2.256
H -5.212 0.260 -2.671
H -4.065 0.190 -4.734
H -2.933 0.173 -6.818
H -1.862 -1.186 -7.184
H -1.199 0.292 -6.493
H -0.529 -2.154 -5.155
H -0.054 -3.861 -3.582
H -1.065 -4.091 -2.136
H 0.185 -2.851 -2.155
H -3.477 -1.127 2.350
H -2.888 -0.197 3.724
H -3.784 -1.699 3.997
H -1.118 -1.180 5.200
H 0.878 -1.823 6.349
H 2.182 -1.909 5.160
H 1.614 -3.377 5.927
H 1.476 -4.044 3.418
H 1.006 -4.968 1.318
H -0.137 -4.149 0.262
H -0.710 -5.450 1.299
H -0.705 5.191 -2.617
H -0.159 3.517 -2.698
H 0.464 4.697 -3.859
H 2.778 4.673 -3.405
H 5.109 5.208 -3.104
H 5.579 4.309 -1.656
H 5.609 6.072 -1.639
H 4.208 5.737 0.468
H 2.755 6.045 2.255
H 1.439 4.867 2.225
H 1.098 6.560 1.871
O 9.328 -0.529 0.518
C 9.056 -1.807 0.592
O 9.918 -2.634 0.819
C 7.649 -2.222 0.335
C 7.222 -3.541 0.275
Cl 8.190 -4.898 0.574
N 5.903 -3.558 -0.059
N 5.467 -2.298 -0.195
C 6.468 -1.480 0.042
C 6.228 0.015 -0.019
O 7.230 0.761 0.009
O 5.052 0.391 -0.118
C 4.994 -4.609 -0.301
C 3.703 -4.264 -0.705
C 2.765 -5.249 -0.949
C 3.092 -6.587 -0.797
C 4.370 -6.932 -0.400
C 5.321 -5.955 -0.156
H 8.485 0.054 0.316
H 3.434 -3.221 -0.820
H 1.771 -4.951 -1.244
H 2.355 -7.353 -0.994
H 4.636 -7.971 -0.268
H 6.301 -6.262 0.159
I 4.291 -1.164 3.091
```

## Properties
Net charge: -2
LUMO level in eV: 3.78
F_max in eV/A: 1.52
ΔE to the lowest compared entry with this formula, charge and spin in kJ/mol: 82.6
E_tot in eV: -268713.070
HOMO level in eV: -3.3



A cluster of 2 separate species, C4HN2S2 in total at a distorted geometry, computed with the ωB97M-V functional and the def2-TZVPD basis.

The geometry in XYZ format:
```
9
Properties=species:S:1:pos:R:3
C -2.225 -1.344 -0.010
C 1.858 0.029 -0.115
C -0.394 -0.156 0.662
C -0.071 1.009 0.062
N -3.075 -1.760 -0.648
N 1.281 1.144 -0.160
S -1.129 2.343 -0.005
S 0.877 -1.311 0.404
H 2.878 0.046 -0.191
```

## Properties
Net charge: -1
LUMO level (alpha / beta) in eV: 2.88 / 2.18
F_max in eV/A: 4.49
ΔE to the lowest compared entry with this formula, charge and spin in kJ/mol: 393.0
E_tot in eV: -28811.904
HOMO level (alpha / beta) in eV: -4.2 / -3.9